{"formula": "C48H87N12O3", "method": "ωB97M-V/def2-TZVPD", "homo_lumo_gap_ev": 8.883, "total_charge": 1, "species": ["H", "H", "C", "H", "H", "C", "O", "C", "H", "H", "H", "C", "C", "C", "C", "H", "H", "H", "H", "H", "N", "H", "C", "C", "H", "C", "C", "H", "H", "H", "H", "N", "H", "C", "N", "C", "H", "H", "H", "C", "H", "C", "H", "C", "H", "O", "H", "H", "H", "H", "H", "C", "C", "H", "C", "H", "N", "C", "H", "H", "H", "C", "O", "H", "C", "H", "C", "H", "C", "C", "H", "H", "H", "C", "H", "H", "H", "H", "H", "H", "C", "C", "H", "H", "H", "H", "C", "H", "C", "H", "C", "C", "C", "C", "H", "H", "N", "C", "H", "C", "H", "N", "H", "N", "H", "N", "H", "H", "H", "H", "H", "C", "C", "H", "H", "H", "H", "H", "C", "H", "H", "C", "C", "H", "H", "C", "N", "C", "H", "H", "H", "H", "C", "H", "C", "H", "C", "N", "H", "N", "H", "H", "C", "H", "N", "C", "H", "H", "H", "H"], "coordinates": [[-7.495356, 3.616311, -4.448169], [2.002572, 1.545959, 6.578234], [1.858930, -0.182444, 0.715007], [5.179538, 0.106982, 2.619199], [8.272329, -6.968777, 0.486912], [3.057479, -2.536764, 2.143665], [-2.189737, 2.645028, -3.418043], [-2.264506, 11.052816, -2.606961], [-2.403874, 8.847405, -1.200560], [0.694524, -2.396162, -4.537481], [-1.364273, -9.034163, 5.844989], [-5.653550, 2.472784, -4.303834], [-2.211944, 11.898518, -1.409481], [1.308554, -1.536171, 0.587197], [-5.379791, 0.771499, -6.051552], [-3.413338, 13.320788, -0.346304], [-6.111478, 4.997708, -6.267284], [1.391712, -11.169442, 4.359167], [-3.637931, 1.060440, -1.994826], [-4.609438, 0.475812, -3.358886], [7.532495, -3.052441, 0.033611], [1.707770, -9.712819, 5.290982], [-0.815335, -9.626560, 6.578868], [7.286383, -7.334425, 0.774950], [-2.792405, 5.546153, -2.962470], [-2.380474, 2.533669, -6.111296], [-3.484565, 12.742274, -1.268331], [-7.242061, 3.749823, -6.840570], [-2.393962, 3.617923, -5.939619], [-3.468411, 7.179741, -2.839322], [-4.701911, 0.338162, -6.801527], [2.280120, 0.893844, 0.816188], [-4.202067, 3.031016, 1.298982], [1.463985, 2.387124, 6.140083], [-3.344371, 1.801270, -5.283870], [-2.993318, 1.787749, -3.886359], [2.847813, -7.425276, 5.670867], [-0.807694, -2.866092, -7.168943], [6.334983, -5.415145, 0.562705], [-5.098046, 3.133310, -6.646144], [0.609444, -1.846999, -6.992274], [2.656762, -6.353402, 5.608743], [-2.579908, 2.314092, -7.166421], [-3.054019, 1.425278, 2.186286], [-5.300091, 2.656569, -7.612465], [-7.489250, -0.150639, -6.412217], [6.696767, -1.218952, 4.050904], [5.966634, -5.276243, 5.360065], [-2.084440, 11.250009, -0.541583], [6.851900, 0.439051, 2.164587], [4.187564, -5.801681, 6.999694], [-1.934516, 8.018244, -0.671601], [0.916965, -10.316579, 4.843265], [-3.836705, 13.135783, -3.377709], [-3.323307, 2.428723, 1.071472], [1.848239, -6.121076, 6.300215], [-2.157504, -0.871919, -0.240509], [6.532342, -1.531119, 3.018737], [0.238155, -1.450140, 0.407355], [2.909472, 2.421348, 2.961822], [-0.633457, -0.341041, -5.440251], [-0.275163, -2.216912, -6.471976], [-6.689919, 1.021915, -6.559442], [-0.984874, 8.364513, -0.263782], [-3.592486, 0.684911, -3.019037], [-0.826217, -11.433720, 5.424337], [-1.973686, -0.250198, 0.719801], [-2.859407, 14.365439, -2.567242], [-1.812105, 0.554843, 1.939466], [2.216465, 2.968293, 4.948338], [-6.368708, 1.677160, -4.072149], [-2.569489, 7.740628, 0.171669], [3.564979, -3.024426, 1.307262], [-3.004637, 6.365104, -2.277205], [4.034628, -6.248982, 0.104535], [0.470654, 2.039936, 5.846472], [5.741256, -2.282702, 3.037461], [3.199393, 3.313218, 5.273876], [3.689813, -4.488114, 5.946727], [5.850341, -0.621777, 1.164848], [7.824329, -2.163703, 2.488931], [-6.359634, 3.934979, -6.228095], [6.296501, -6.399230, -0.885949], [0.432303, -11.384555, 6.645883], [-4.599273, 14.287433, -2.289310], [1.115879, -3.344526, 1.731802], [5.090219, -5.840520, 5.042328], [7.186197, -8.356888, 0.406912], [6.080076, -0.333188, 2.192235], [8.123762, -3.004885, 3.115344], [1.575255, -2.362368, 1.851823], [-4.762579, 2.123173, -5.529112], [2.210229, -6.050137, 4.244946], [-2.398271, -1.452815, -5.454104], [-1.435166, -0.458840, -7.010562], [1.339876, 3.138444, 6.919734], [-3.362966, -1.828593, -4.931175], [4.781243, -6.903742, 0.553595], [-5.183203, 2.838623, -3.389946], [7.660988, -2.656875, 1.116027], [-1.023457, 7.160712, -2.415719], [-2.317429, 10.381699, -3.551453], [-1.655719, -0.132803, 2.771626], [-4.679488, 5.499818, -0.451041], [-1.531307, -10.001759, 7.310482], [1.883839, -5.809585, 3.158296], [-2.924566, 1.968361, 3.123364], [-0.918866, 1.174752, 1.836172], [-0.708634, -3.453594, -4.736276], [-4.361635, 3.905810, -6.881032], [1.411300, 1.631969, 3.434965], [7.210057, -7.347670, 2.238685], [3.143528, 0.791072, 4.234373], [-3.917652, 0.769628, 2.310984], [0.804450, -3.841420, -5.542597], [-5.448785, 0.066717, -5.216937], [-1.367827, 2.181649, -5.882358], [1.758549, -2.017147, -0.282806], [6.188059, -6.432323, 0.199227], [-4.347457, 12.081539, -1.164560], [5.355813, -6.893564, 5.039828], [0.127188, -8.742189, 7.271999], [0.151337, -3.020807, -5.249243], [-2.476349, 3.104761, 0.940311], [4.863694, -5.544274, 4.016050], [-1.707873, 6.852834, -1.624329], [0.888162, -8.060211, 7.819447], [-3.704442, 13.685847, -2.444937], [4.613893, -6.893798, 1.631966], [3.197868, -3.154190, 3.029956], [1.680093, 3.840923, 4.570765], [8.636421, -1.434805, 2.494872], [-3.963493, 5.882509, -1.279645], [-3.506936, 1.928912, 0.119919], [-1.162995, -1.018746, -6.114353], [-1.333127, 12.540956, -1.482036], [2.382983, 1.966730, 3.799410], [-6.523584, 3.646496, -4.762663], [-7.893936, -0.076393, -5.533909], [7.141481, -7.269746, 3.393409], [1.092997, -1.884811, 2.709272], [-3.016618, -0.237082, -3.110487], [-0.083657, -10.786138, 5.893137], [4.601346, -7.918157, 0.190595], [3.751049, -0.135151, 4.578170], [3.916118, -5.557049, 5.971791], [0.428372, -9.719618, 4.070721], [3.543236, -1.580158, 2.332452], [-1.231759, 6.026779, -1.093331], [-6.171185, 4.455076, -4.245723]], "atomic_forces_ev_per_a": [[-0.015, -0.549, -0.257], [-0.010, -0.029, -0.036], [0.410, 1.179, -0.100], [0.123, -0.042, -0.040], [0.027, -0.028, 0.029], [0.043, -0.023, -0.018], [-2.369, -2.784, -1.662], [0.065, -0.755, -1.064], [-0.015, 0.014, 0.023], [0.001, -0.007, 0.005], [-0.007, 0.026, 0.008], [-0.773, 0.783, -0.235], [-0.188, 0.016, -0.076], [0.080, -0.025, 0.297], [0.456, -0.249, 0.275], [0.053, -0.065, 0.038], [-0.342, -0.082, -0.232], [-0.006, 0.006, -0.015], [0.229, -0.298, -0.084], [0.175, -0.320, 0.081], [0.086, 0.456, 1.260], [-0.021, 0.024, 0.013], [0.152, -0.081, 0.020], [-0.175, 0.087, 0.048], [0.014, -0.100, -0.096], [0.248, 0.077, -0.059], [-0.103, 0.147, -0.103], [-0.018, -0.314, 0.534], [0.049, -0.192, -0.058], [0.010, -0.002, 0.002], [-0.329, 0.150, 0.012], [-0.539, -1.240, -0.059], [0.032, 0.039, 0.000], [0.026, 0.040, 0.002], [0.278, 1.000, 1.184], [2.181, 2.112, 1.241], [-0.020, -0.017, 0.028], [-0.028, 0.055, -0.032], [0.076, 0.010, -0.053], [-0.341, 1.329, -0.532], [-0.051, 0.078, -0.028], [0.093, 0.251, -0.065], [-0.003, 0.097, 0.198], [-0.094, 0.064, -0.105], [0.115, -0.183, 0.403], [0.169, -0.218, -0.329], [0.026, -0.064, 0.011], [0.052, -0.057, -0.027], [0.065, -0.020, -0.013], [0.025, -0.003, -0.023], [-0.073, -0.029, 0.011], [0.013, -0.003, 0.050], [-0.020, -0.027, 0.007], [0.043, -0.012, 0.000], [-0.001, -0.019, 0.055], [-0.055, -0.102, -0.015], [0.209, 0.703, 0.978], [-0.118, 0.179, -0.056], [0.032, -0.005, -0.128], [-0.027, -0.086, -0.092], [-0.019, 0.005, 0.020], [0.119, -0.177, 0.090], [-0.096, 0.217, 0.548], [0.003, 0.024, -0.022], [-0.274, 1.147, -0.418], [-0.058, 0.025, 0.058], [-0.267, -0.480, -0.867], [-0.001, 0.003, -0.011], [-0.153, -0.016, -0.087], [-0.107, -0.021, 0.182], [0.451, 0.075, 0.039], [-0.028, -0.045, -0.041], [0.004, -0.016, 0.011], [0.024, 0.060, 0.040], [-0.012, -0.010, 0.002], [0.001, -0.011, 0.008], [0.035, -0.031, 0.042], [0.018, 0.011, -0.062], [-0.099, -0.018, 0.064], [0.057, -0.010, -0.028], [-0.181, -0.028, -0.034], [0.981, 0.231, -0.251], [0.113, 0.005, 0.009], [-0.052, 0.006, 0.042], [0.013, 0.019, 0.006], [-0.064, 0.035, -0.032], [-0.206, 0.155, 0.207], [0.000, -0.014, 0.016], [-0.032, 0.004, -0.025], [0.047, -0.017, -0.021], [0.135, -0.139, 0.111], [-1.266, -2.244, -0.868], [-0.362, 0.173, -1.174], [-1.083, -0.461, 0.548], [-0.015, 0.037, 0.017], [-0.024, -0.002, -0.004], [1.107, 0.489, -0.720], [0.060, 0.005, 0.003], [0.267, -0.339, -0.150], [0.000, -0.465, -1.147], [-0.056, -0.041, -0.060], [-0.003, 0.731, 1.158], [0.061, 0.005, 0.010], [0.696, 0.360, -1.093], [-0.023, 0.044, 0.012], [0.328, -0.208, 1.216], [0.085, -0.114, 0.058], [0.036, -0.049, -0.055], [-0.011, 0.034, 0.010], [0.368, -0.459, 0.437], [0.015, -0.034, -0.047], [0.101, 0.206, 1.298], [0.605, -1.105, 0.246], [-0.003, 0.007, 0.050], [0.018, 0.012, 0.006], [0.120, -0.034, -0.205], [-0.350, 0.045, 0.028], [0.031, 0.051, -0.023], [-0.263, -0.007, -0.033], [0.035, -0.038, 0.044], [0.020, -0.039, -0.005], [0.765, 0.795, 0.668], [-0.017, 0.003, -0.017], [-0.014, 0.010, -0.032], [-0.011, -0.049, -0.016], [0.132, 0.116, 0.185], [-0.899, -0.804, -0.665], [-0.023, -0.019, 0.018], [0.006, -0.020, 0.001], [-0.003, -0.040, -0.015], [0.044, -0.010, -0.079], [0.029, -0.013, -0.027], [-0.724, -0.444, 0.981], [0.051, -0.041, -0.030], [-0.031, -0.137, -0.023], [0.028, -0.019, -0.010], [0.148, 0.153, 0.322], [-0.006, 0.706, 0.685], [0.094, 0.211, -0.017], [0.227, -0.272, -1.459], [-0.051, 0.020, -0.037], [-0.021, 0.191, 0.149], [0.143, -0.030, -0.146], [-0.012, -0.005, 0.010], [-0.796, 1.127, -0.282], [0.173, 0.109, -0.151], [0.014, 0.013, 0.000], [-0.012, 0.033, -0.037], [-0.036, -0.058, -0.057], [0.038, 0.039, -0.194]], "mulliken_charge": [0.38, 0.35, 0.34, -0.18, 0.33, -0.40, -0.67, 0.29, 0.02, 0.29, 0.27, -1.29, -0.31, -0.22, -1.05, 0.33, 0.36, 0.34, -0.39, 0.16, -0.53, 0.18, -0.42, -0.54, -0.02, -1.21, -0.43, 0.27, 0.25, 0.35, 0.42, -0.57, 0.42, -1.11, 1.00, 0.10, -0.05, 0.33, -0.08, -1.08, 0.36, 0.10, 0.37, -0.82, 0.42, -0.43, 0.37, 0.40, 0.24, 0.43, 0.38, -1.02, -0.99, 0.34, -0.44, 0.30, -0.59, 0.12, -0.05, 0.40, 0.25, -0.63, -0.19, 0.40, 0.05, 0.31, 0.34, 0.30, 0.04, -0.60, 0.30, 0.37, 0.36, 0.03, 0.32, 0.24, -0.12, 0.33, 0.34, 0.31, -0.54, -0.57, 0.35, 0.31, 0.34, 0.41, -1.02, 0.30, -0.79, 0.33, -0.60, 0.94, 0.39, 0.35, 0.31, 0.35, -0.59, -1.08, 0.35, 0.27, 0.37, -0.51, 0.36, -0.56, 0.31, -0.54, 0.39, 0.03, 0.37, 0.44, -0.18, 0.30, 0.35, 0.36, 0.36, 0.45, 0.40, 0.39, -0.01, 0.28, 0.44, 0.33, -1.20, 0.30, 0.10, -0.61, -0.49, -1.16, 0.20, 0.09, 0.34, 0.36, 0.27, -0.32, -0.12, 0.36, 0.06, 0.06, 0.33, -0.48, 0.27, 0.30, -0.44, 0.35, -0.46, -0.84, 0.32, -0.16, 0.33, 0.39]}